1.
Molecular formula: C49H66AlO3S
Method: DFT, the ωB97M-V functional and the def2-TZVPD basis

## Properties
Orbital gap (eV): 6.45
E_LUMO (eV): 1.65
Net charge: -1

Geometry as XYZ:
```
120
Properties=species:S:1:pos:R:3:forces:R:3:lowdin_charge:R:1
C -7.250609 3.960172 -4.780624 -0.136 -0.066 -0.146 -0.0785
C -7.900919 4.303428 -3.437590 0.124 0.009 0.117 -0.2821
O -9.176734 3.708324 -3.309006 -0.168 0.104 -0.049 -0.1622
C -9.348151 2.675832 -2.345979 -0.037 -0.040 0.057 -0.2090
C -9.841825 1.396329 -3.008623 -0.104 0.053 -0.189 -0.3169
O -8.861743 0.664452 -3.679616 -0.020 0.231 0.167 -0.2660
Al -7.637276 -0.252462 -2.793190 0.071 -0.335 0.134 -0.0477
S -5.782883 1.141348 -2.664433 0.060 0.271 -0.156 0.3401
C -7.216713 -1.929066 -3.808426 0.039 -0.144 -0.108 -0.2691
C -5.832718 -2.045858 -4.488875 0.026 0.128 -0.105 -0.3024
C -4.836286 -2.982736 -3.776247 -0.018 -0.209 0.076 -0.2256
C -3.532969 -2.304321 -3.356099 -0.035 0.255 0.015 -0.2248
C -2.466822 -3.265597 -2.832186 0.132 -0.260 0.067 -0.2253
C -2.599105 -3.561081 -1.336170 -0.172 0.048 0.081 -0.2202
C -1.577685 -4.571089 -0.813002 -0.026 0.074 -0.057 -0.1846
C -1.835955 -4.964232 0.631152 -0.194 0.047 -0.167 -0.2580
O -1.006481 -6.059763 0.982514 0.116 0.103 -0.086 -0.2183
C -1.372824 -6.626424 2.211977 0.012 -0.115 0.149 -0.1313
H -7.765967 3.086727 -5.195169 0.153 0.083 0.096 0.0793
H -6.196320 3.701478 -4.661776 -0.053 0.054 -0.006 0.0530
H -7.338612 4.783095 -5.500705 0.008 -0.139 0.103 0.0593
H -8.044628 5.389463 -3.345948 0.088 -0.098 0.010 0.1048
H -7.255073 3.980092 -2.614182 -0.033 -0.008 -0.069 0.0899
H -10.111442 3.012281 -1.627316 0.074 -0.045 -0.021 0.0987
H -8.415668 2.494005 -1.797155 -0.068 -0.022 -0.083 0.0929
H -10.342946 0.781160 -2.242462 0.054 0.088 0.054 0.0987
H -10.617668 1.716795 -3.725229 0.040 -0.125 0.059 0.1139
H -8.139895 -0.552105 -1.274722 -0.044 0.057 -0.004 -0.0583
H -5.101072 0.527417 -1.692109 -0.053 -0.130 0.088 -0.2757
H -7.374250 -2.806641 -3.158063 -0.010 0.169 -0.113 0.0337
H -8.005544 -1.999312 -4.574270 0.078 0.038 0.113 0.0410
H -5.951088 -2.383781 -5.527952 0.067 0.027 0.116 0.0907
H -5.358770 -1.056237 -4.544709 -0.111 -0.100 -0.063 0.0505
H -5.327618 -3.403136 -2.887842 0.126 -0.044 -0.118 0.0989
H -4.573425 -3.830660 -4.428354 -0.122 0.077 0.129 0.1026
H -3.762562 -1.570041 -2.572477 0.059 0.074 -0.200 0.1000
H -3.142945 -1.734923 -4.211273 -0.046 -0.112 0.146 0.1130
H -1.459811 -2.874598 -3.036394 -0.131 -0.039 0.075 0.1084
H -2.549992 -4.220060 -3.373822 0.109 0.127 -0.003 0.1070
H -2.509063 -2.617676 -0.778273 -0.035 -0.142 -0.052 0.1212
H -3.611844 -3.942669 -1.141969 0.110 0.084 -0.015 0.1155
H -0.573797 -4.135710 -0.893039 -0.025 -0.178 -0.038 0.1138
H -1.607659 -5.478330 -1.431558 0.055 0.129 0.113 0.1215
H -1.632575 -4.114541 1.302976 -0.091 -0.081 -0.021 0.1205
H -2.893024 -5.252064 0.761606 0.136 0.059 -0.035 0.1266
H -2.353328 -7.116352 2.140713 0.054 0.011 0.041 0.0879
H -0.613040 -7.367943 2.472851 -0.136 0.076 -0.015 0.0886
H -1.427274 -5.874012 3.012514 0.049 -0.026 -0.058 0.0840
C 3.123922 -2.319231 1.694282 0.011 -0.002 -0.002 -0.1029
C 2.304999 -3.369916 1.304784 0.001 0.003 -0.017 -0.0859
C 1.254498 -3.772793 2.118330 -0.012 0.005 0.032 -0.0825
C 1.026048 -3.120335 3.322751 0.010 -0.007 0.003 -0.0895
C 1.846402 -2.071237 3.715471 -0.005 -0.005 -0.016 -0.0951
C 2.895571 -1.670245 2.900117 0.030 0.032 0.018 -0.1067
H 3.939913 -2.001095 1.056829 0.005 0.004 -0.001 0.0973
H 2.478775 -3.874126 0.362523 0.000 -0.005 -0.003 0.1022
H 0.615790 -4.590243 1.808824 0.027 -0.024 -0.024 0.0799
H 0.203088 -3.428430 3.955768 -0.002 -0.001 0.003 0.0984
H 1.664327 -1.561762 4.653285 -0.004 0.006 0.001 0.0987
H 3.536108 -0.850485 3.200939 -0.008 0.011 -0.001 0.0940
C 8.345292 -0.176980 3.110025 -0.015 0.038 -0.008 -0.0994
C 7.529095 -1.239871 2.748856 -0.015 -0.004 -0.033 -0.0982
C 6.516720 -1.660857 3.599194 -0.035 -0.028 -0.011 -0.0983
C 6.319520 -1.017462 4.813512 0.014 0.000 0.008 -0.0975
C 7.137929 0.043074 5.177534 -0.016 0.014 -0.012 -0.0947
C 8.149074 0.465326 4.324499 0.010 0.004 0.006 -0.0888
H 9.125410 0.157876 2.438902 -0.007 0.009 -0.001 0.0749
H 7.677179 -1.734372 1.796657 0.003 -0.004 -0.004 0.0988
H 5.873446 -2.483021 3.311989 -0.011 0.003 0.007 0.0970
H 5.523422 -1.341047 5.472065 0.001 -0.007 0.005 0.1015
H 6.981261 0.547672 6.122367 0.002 0.000 0.006 0.0993
H 8.780085 1.300515 4.601734 -0.001 0.007 -0.004 0.1002
C 12.784533 -1.524587 -0.153661 0.001 0.000 -0.001 -0.0974
C 11.980360 -2.597527 -0.511143 -0.004 0.004 -0.003 -0.0969
C 10.984560 -3.036743 0.351046 -0.004 0.008 -0.008 -0.0911
C 10.789945 -2.400921 1.569195 0.006 -0.010 -0.001 -0.0983
C 11.594951 -1.327643 1.926881 0.014 0.019 0.002 -0.1071
C 12.593233 -0.891034 1.066900 -0.007 0.011 -0.005 -0.1034
H 13.560499 -1.181736 -0.825888 0.002 0.002 -0.003 0.0995
H 12.128342 -3.090959 -1.463068 0.001 -0.003 -0.003 0.0997
H 10.357652 -3.873923 0.071919 -0.001 -0.003 -0.001 0.1013
H 10.010430 -2.738080 2.239739 0.007 0.002 0.017 0.0945
H 11.440873 -0.830583 2.876497 0.002 -0.017 0.014 0.0998
H 13.222813 -0.055638 1.346886 0.003 0.002 0.000 0.0992
C 8.470395 4.668243 0.674337 0.010 0.001 0.012 -0.0970
C 8.320537 3.429181 0.066438 -0.061 -0.011 -0.029 -0.0934
C 9.237505 2.418659 0.315656 -0.032 -0.024 0.043 -0.0953
C 10.294650 2.643081 1.185587 0.057 -0.079 0.067 -0.1038
C 10.443770 3.878685 1.799678 -0.034 0.012 -0.021 -0.0971
C 9.535331 4.895213 1.535879 -0.031 -0.012 0.034 -0.0976
H 7.750834 5.453864 0.481740 0.003 0.005 -0.012 0.1004
H 7.480405 3.246834 -0.591924 0.004 0.028 -0.019 0.0982
H 9.118514 1.449122 -0.151755 0.010 0.000 -0.013 0.1036
H 10.994291 1.843032 1.397188 0.027 0.010 -0.033 0.0862
H 11.261269 4.047059 2.489185 0.019 0.010 -0.020 0.0983
H 9.648939 5.860237 2.013065 0.001 0.005 -0.001 0.0986
C -12.611921 3.818754 -0.176638 -0.001 0.003 -0.019 -0.0976
C -11.841341 4.245549 0.895653 0.003 0.008 -0.001 -0.0942
C -12.172102 3.857626 2.186375 -0.001 0.005 0.004 -0.1005
C -13.273002 3.041206 2.405719 0.000 -0.002 0.000 -0.1060
C -14.042293 2.612137 1.333218 0.000 -0.002 0.001 -0.1041
C -13.711269 3.000770 0.042496 -0.014 0.013 -0.001 -0.0944
H -12.346614 4.113714 -1.183639 0.009 -0.011 -0.004 0.1013
H -10.976249 4.872056 0.721137 0.009 -0.005 -0.002 0.1026
H -11.566236 4.185473 3.021493 0.004 -0.002 0.002 0.0971
H -13.526410 2.732403 3.412068 -0.001 0.000 0.004 0.0953
H -14.895591 1.967587 1.502510 -0.004 -0.001 0.000 0.0959
H -14.305921 2.660633 -0.795511 0.004 -0.009 -0.004 0.0996
C 2.382209 4.472646 -0.360770 0.000 0.002 0.004 -0.0962
C 2.238697 3.223915 -0.949525 -0.009 -0.001 -0.004 -0.0913
C 3.183746 2.234270 -0.716931 0.006 -0.005 0.003 -0.0940
C 4.271168 2.492905 0.106076 0.001 -0.012 0.005 -0.1026
C 4.413099 3.741268 0.696540 0.053 -0.005 0.031 -0.1059
C 3.469394 4.731716 0.462605 -0.002 -0.006 -0.012 -0.1000
H 1.642213 5.241977 -0.539427 -0.004 0.001 -0.004 0.1006
H 1.386467 3.019626 -1.584307 -0.003 0.001 -0.004 0.1039
H 3.067969 1.259038 -1.171905 -0.006 -0.005 0.000 0.1004
H 5.005082 1.719232 0.295978 0.007 -0.002 0.005 0.0962
H 5.258501 3.936087 1.345215 0.006 0.008 -0.003 0.0932
H 3.578489 5.704266 0.925631 -0.002 0.003 0.004 0.0975
```
Forces are in eV/Å.

=====

2.
Molecular formula: C14H42F6N12O12
Method: DFT, the ωB97M-V functional and the def2-TZVPD basis

## Properties
Orbital gap (spin up / spin down) (eV): 2.13 / 8.27
Multiplicity: 2
E_LUMO (spin up / spin down) (eV): 2.17 / 2.11
Net charge: -1
⟨S²⟩: 0.750

Geometry as XYZ:
```
86
Properties=species:S:1:pos:R:3:forces:R:3:lowdin_charge:R:1
O 2.036420 0.474350 -3.269927 0.547 0.253 -2.209 0.2756
H 1.838431 -0.354628 -2.828112 -0.440 -2.698 1.299 0.0692
H 2.951839 0.747177 -3.174111 0.402 0.000 0.393 0.1564
H 1.498283 1.187262 -2.918121 -0.764 1.398 1.327 0.1014
O -0.369356 -0.619750 -0.116208 0.238 0.731 1.494 0.2672
H 0.143919 -1.419151 0.022040 0.788 -1.770 -0.034 0.0941
H -1.156498 -0.805435 -0.633434 -1.628 -0.375 -1.266 0.0870
H 0.236001 0.002753 -0.525648 0.586 1.588 -0.806 0.0887
C 1.234356 -3.212645 -1.576111 -4.100 2.777 -1.274 -0.3926
O 1.070911 -3.005790 -0.146673 2.028 -0.972 2.347 -0.1653
O 1.331115 -1.910643 -2.074942 1.276 -1.765 -0.061 -0.2290
C 2.051704 -4.396742 -2.162970 -0.365 3.428 3.462 -0.6936
F 1.828575 -4.596402 -3.416213 -0.558 -0.895 -1.355 0.2123
F 3.276432 -4.061266 -1.955103 4.471 1.043 -0.836 0.1752
F 1.956313 -5.459948 -1.383260 -1.636 -2.327 -0.259 0.1465
C 1.593834 -3.952068 0.846541 -0.090 0.179 0.013 -0.2184
C 1.333975 -3.362997 2.228381 -0.305 1.021 -0.567 -0.0652
H 1.863359 -2.415562 2.329458 0.111 0.140 -0.129 0.0687
H 0.270232 -3.125258 2.222234 -0.160 -0.113 0.296 0.0566
H 1.600169 -3.915294 3.129608 -0.026 -0.583 -0.438 0.0848
H 2.660390 -4.123324 0.700878 0.025 0.077 -0.175 0.1176
H 1.066858 -4.900275 0.740265 0.009 -0.048 -0.020 0.1108
H 0.200463 -3.537203 -1.693722 -0.522 -0.510 -1.207 0.1286
C 1.730317 2.974937 -1.013606 -1.989 -5.750 -1.130 -0.3205
O 1.889694 3.020273 -2.474499 1.878 1.186 -0.441 -0.1269
O 1.418196 1.589874 -0.870575 1.549 2.132 0.892 -0.2542
C 2.918374 3.578998 -0.204360 -1.269 -0.527 -0.466 -0.5484
F 2.841079 3.388757 1.142350 -0.415 0.042 -0.386 0.0996
F 4.189185 3.281758 -0.485476 -0.302 -0.012 -0.700 0.1625
F 2.660803 4.853574 -0.454991 1.251 1.956 0.605 0.1366
C 2.168199 4.266926 -3.123525 -0.017 1.265 0.621 -0.2951
C 2.104446 4.231817 -4.599984 -1.638 -1.706 -1.138 -0.0948
H 2.173261 5.217388 -5.060431 0.096 -0.060 0.201 0.0847
H 2.767758 3.522994 -5.095656 0.525 0.201 0.210 0.0761
H 1.122221 3.804301 -4.801378 -0.324 0.240 -0.627 0.0800
H 3.129448 4.763147 -2.989842 0.429 -0.528 1.386 0.1141
H 1.401559 4.967613 -2.792785 -0.002 0.246 0.161 0.1247
H 0.814050 3.533579 -0.822626 0.256 0.625 0.530 0.1506
C 4.059406 -0.638543 1.321393 2.596 -0.395 0.272 -0.7842
O 4.752667 -1.525426 1.768826 -0.022 -1.941 0.750 0.0253
N 3.279377 -0.636834 0.291601 -3.590 -1.347 -3.548 0.2006
N 4.276857 0.608349 1.671242 0.628 4.738 2.301 0.1596
H 2.906172 -1.445961 -0.183914 0.276 -0.391 0.244 0.0890
H 2.724577 0.176135 0.064924 -0.052 0.362 -0.160 0.0589
H 4.893864 0.885008 2.421489 -0.142 -0.629 -0.138 0.1165
H 3.764651 1.383716 1.275577 0.164 -0.361 0.018 0.0594
C -1.764354 -0.800111 3.544989 0.569 1.289 -0.251 -0.7542
O -1.222884 -0.274025 2.609179 0.071 1.136 -2.656 0.0127
N -2.888272 -0.368781 4.098703 -1.805 0.360 0.946 0.1865
N -1.162697 -1.791078 4.128006 0.580 -2.558 1.690 0.1936
H -3.110300 -0.750630 5.006997 -0.575 0.504 -0.340 0.1082
H -3.374550 0.420626 3.698129 0.114 -0.331 0.467 0.1033
H -0.307342 -2.055897 3.660740 -0.011 -0.233 0.843 0.0871
H -1.507018 -2.095454 5.027396 0.753 -0.504 -0.317 0.1163
C -2.981802 -1.696895 -2.496954 -1.420 0.464 -0.289 -0.8757
O -2.667989 -1.377545 -1.368385 1.892 1.163 2.535 -0.0373
N -2.909454 -2.877723 -2.988910 1.248 -4.288 -1.571 0.1259
N -3.692863 -0.970502 -3.342041 -1.091 3.800 -1.028 0.1004
H -2.711797 -3.744247 -2.509145 0.171 0.371 0.154 0.0796
H -3.070407 -2.881465 -3.985988 -0.050 -0.904 -0.131 0.0172
H -3.845561 0.021403 -3.228399 0.329 -0.073 0.395 0.0833
H -4.366260 -1.383522 -3.971372 -0.068 -0.539 -0.333 -0.0142
C -5.692410 -1.047455 0.361944 -0.884 1.306 3.733 -0.8215
O -6.540001 -0.795389 1.209918 -1.715 0.057 0.236 -0.0209
N -5.836872 -1.575599 -0.799179 -0.963 -1.877 -3.748 0.1793
N -4.445059 -0.751070 0.609119 4.324 0.886 1.185 0.1617
H -4.964643 -1.689741 -1.295458 -0.732 -0.359 -0.549 0.0654
H -6.697816 -2.009534 -1.100122 0.386 0.151 0.021 0.0959
H -4.130091 -0.260194 1.433704 -0.748 -0.318 -0.129 0.0838
H -3.683192 -1.106444 0.049318 -0.148 0.199 -0.201 0.0554
C 1.219328 1.648432 3.679101 1.264 2.805 0.668 -0.8476
O 0.973149 0.911488 4.549248 -1.235 -3.738 4.486 0.0935
N 0.906626 1.493607 2.452116 -1.220 -1.757 -5.133 0.1831
N 1.886109 2.776172 3.870605 2.011 2.412 1.654 0.1609
H 0.498689 0.570511 2.412447 -0.393 -0.207 -1.048 0.0789
H 1.715225 1.655438 1.868951 -0.568 -0.070 -0.616 0.0697
H 1.872742 3.552754 3.224967 0.272 -0.357 0.318 0.0950
H 2.448571 2.725709 4.707972 -0.124 0.886 -0.170 0.1094
C -2.566196 2.324169 0.273682 1.476 -1.306 -0.251 -0.7888
O -1.886042 2.208192 -0.729835 -0.474 0.684 -2.141 0.0169
N -3.862779 2.307939 0.409573 -3.616 0.635 -1.829 0.1703
N -1.948420 2.252277 1.423178 1.659 0.721 2.675 0.1631
H -4.369791 2.378317 1.280247 0.249 0.006 -0.442 0.1128
H -4.349392 2.204239 -0.469375 -0.479 -0.025 0.449 0.1125
H -0.995657 2.001381 1.200924 0.208 -0.273 1.219 0.0735
H -2.472413 1.811102 2.165402 0.972 -0.040 0.047 0.0745
```
Forces are in eV/Å.

=====

3.
Molecular formula: Cl3Hg4O16S
Method: DFT, the ωB97M-V functional and the def2-TZVPD basis

## Properties
Orbital gap (eV): 1.95
E_LUMO (eV): -15.77
Net charge: +3

Geometry as XYZ:
```
24
Properties=species:S:1:pos:R:3:forces:R:3:lowdin_charge:R:1
Hg 0.670268 2.850072 1.909776 -1.400 -1.237 0.501 1.4394
Hg -2.675442 -0.757508 -0.119584 0.162 0.206 1.839 1.5315
Hg 2.892058 -0.267908 -0.330564 0.351 -2.171 0.432 1.4874
Hg -0.815592 3.019102 -3.955834 -0.261 0.337 -0.891 1.3527
S 0.092478 1.052352 -1.206704 -2.652 -1.603 5.119 0.3481
O -1.062682 0.087502 -1.096654 1.273 0.943 -2.006 -0.4535
O 1.288908 0.263962 -1.501934 0.516 0.168 -1.546 -0.4228
O -0.161772 2.115652 -2.145104 0.307 0.590 -0.682 -0.4642
O 0.198348 1.552152 0.205726 0.723 0.410 -1.542 -0.5112
Cl 2.917758 -3.180728 -2.897254 2.952 -1.768 -0.022 0.6719
O 2.262968 -4.416878 -3.078344 -0.101 -2.166 0.848 -0.1106
O 3.661358 -3.013968 -1.621134 -0.628 0.122 -0.689 -0.3081
O 3.822168 -3.168078 -4.027134 -0.030 0.894 0.675 -0.1170
O 1.914858 -2.238788 -2.921444 -2.395 3.946 -0.231 -0.2835
Cl 0.309928 -1.160948 2.299136 1.165 0.496 5.110 0.7125
O 0.016648 -1.672488 3.609676 1.058 -1.417 -1.961 -0.1880
O -0.938482 -0.831258 1.731676 -2.805 0.063 -3.170 -0.4184
O 0.912358 0.154252 2.676856 1.358 1.036 -1.599 -0.4238
O 1.200688 -1.944798 1.415056 -0.789 1.423 0.429 -0.3329
Cl -3.357072 2.398032 2.227426 -0.852 -0.918 6.585 0.6716
O -2.200202 2.440732 1.472666 6.287 2.010 -4.697 -0.4190
O -3.458982 3.652102 3.004006 -0.441 -3.486 -1.593 -0.2310
O -4.401802 1.980952 1.429666 -3.488 1.012 -2.706 -0.2453
O -3.088772 1.086492 2.920016 -0.311 1.110 1.800 -0.2858
```
Forces are in eV/Å.

=====

4.
Molecular formula: C3H9OS
Method: DFT, the ωB97M-V functional and the def2-TZVPD basis

## Properties
Orbital gap (eV): 6.72
E_LUMO (eV): 4.14
Net charge: -1

Geometry as XYZ:
```
14
Properties=species:S:1:pos:R:3:forces:R:3:lowdin_charge:R:1
C 0.628229 -1.120313 -0.759319 -0.117 0.470 -0.775 -0.1613
C -0.716972 -0.642262 -0.227193 0.446 -0.351 0.347 -0.3780
C -0.757029 -0.439233 1.288547 0.066 0.132 -0.307 -0.7619
S 0.366456 0.849000 1.910655 -0.076 0.204 0.045 0.2050
H 0.818051 -2.157983 -0.505316 0.152 -0.185 0.316 0.0547
H 0.612259 -1.069837 -1.858389 0.063 -0.048 0.124 0.0595
H 1.436738 -0.472940 -0.427732 0.064 -0.084 0.196 0.0382
H -1.425450 -1.441883 -0.464104 -0.438 0.220 -0.236 0.0835
H -0.981908 0.300256 -0.709824 -0.166 -0.105 -0.095 0.0837
H -1.801260 -0.238449 1.535988 -0.055 0.169 0.234 0.0286
H -0.501571 -1.379485 1.768068 0.046 -0.339 0.146 0.0246
H 0.703341 2.026461 0.023028 0.070 -0.330 0.026 -0.1157
H 0.719671 3.360482 -0.711088 0.014 -0.080 -0.070 0.0023
O 0.899445 2.426185 -0.863320 -0.068 0.326 0.049 -0.1630
```
Forces are in eV/Å.

=====

no.,largest force on an atom (eV Å⁻¹)
1,0.37
2,6.19
3,8.10
4,0.91